Density functional theory data (wB97M-V/def2-TZVPD) for 2 unconnected molecules or ions with the total composition C5H8N.

Properties
**Kohn-Sham gap**: 9.79 eV
**Energy relative to the best compared isomer or geometry (same formula, charge and spin)**: 163.73 kcal per mole
**Net charge**: +1

Cartesian coordinates (Å):
C -2.099 2.093 1.897
C -1.229 1.420 1.189
C 0.983 0.699 -0.480
C -0.003 -1.702 -0.866
C 1.503 -1.767 -0.844
N 0.877 -0.555 -0.590
H -1.926 3.114 1.725
H -3.043 2.029 2.449
H 1.920 1.258 -0.597
H 0.141 1.368 -0.321
H -0.630 -1.964 -1.775
H -0.658 -2.127 -0.104
H 1.984 -2.066 0.030
H 2.183 -1.800 -1.714